(1)
Below is C45H39BCl3NO3PPbSSi as an isolated structure in a non-equilibrium geometry, with properties calculated with wB97M-V/def2-TZVPD.

Properties
relative energy (zero: lowest compared OMol25 entry of this formula, charge and spin)	0.9678	eV
electronic energy	-4645.8242	a.u.
total charge	+1
F_max	2.4	eV/Å
HOMO-LUMO gap	8.240	eV
highest occupied orbital energy	-11.0	eV

XYZ file:
```
96
C45H39BCl3NO3PPbSSi wB97M-V/def2-TZVPD
Pb -0.9766 -0.9749 -0.6901
C -1.6382 -5.2637 4.5156
C -0.9869 -5.2613 3.2924
C -1.0571 -4.1470 2.4702
C -1.7906 -3.0381 2.8681
C -2.4809 -3.0591 4.0797
C -2.3902 -4.1632 4.9049
P -1.8234 -1.5010 1.8809
C -3.6234 -1.3997 1.5679
C -4.5112 -0.4927 2.1261
C -5.8367 -0.4927 1.7223
C -6.2806 -1.3977 0.7736
C -5.4017 -2.3239 0.2304
C -4.0782 -2.3217 0.6225
C -1.2983 -0.2883 3.1292
C -0.4121 -0.6800 4.1324
C 0.0827 0.2537 5.0252
C -0.2888 1.5840 4.9163
C -1.1398 1.9815 3.8978
C -1.6381 1.0541 2.9994
H -1.5562 -6.1175 5.1726
H -0.4128 -6.1233 2.9814
H -0.5226 -4.1326 1.5272
H -3.0599 -2.1981 4.3862
H -2.8979 -4.1633 5.8587
H -4.1771 0.2226 2.8593
H -6.5293 0.2195 2.1458
H -7.3118 -1.3905 0.4522
H -5.7556 -3.0435 -0.4954
H -3.3841 -3.0419 0.1964
H -0.1040 -1.7120 4.2172
H 0.7637 -0.0578 5.8040
H 0.0845 2.3070 5.6265
H -1.4084 3.0229 3.7907
H -2.2641 1.3821 2.1831
C 1.1628 -3.5767 -4.0520
C 1.1741 -2.1944 -3.9697
C 1.7960 -1.5708 -2.9023
C 2.4069 -2.3175 -1.8925
C 2.4202 -3.7076 -2.0143
C 1.8043 -4.3315 -3.0826
Si 3.1201 -1.4921 -0.3583
C 4.9584 -1.0948 -0.2899
C 5.4981 -0.2473 -1.2610
C 6.8421 0.0722 -1.2513
C 7.6689 -0.4441 -0.2661
C 7.1393 -1.2492 0.7279
C 5.7980 -1.5843 0.7108
H 0.6624 -4.0654 -4.8731
H 0.7024 -1.6043 -4.7419
H 1.8156 -0.4948 -2.8477
H 2.9239 -4.2953 -1.2618
H 1.8279 -5.4072 -3.1608
H 2.5640 -2.1075 0.8562
H 4.8534 0.1587 -2.0298
H 7.2448 0.7159 -2.0189
H 8.7250 -0.2201 -0.2768
H 7.7719 -1.6278 1.5152
H 5.4058 -2.2319 1.4810
Cl 3.3471 0.8462 2.4845
C 2.4036 1.7614 1.2714
Cl 1.2461 2.7892 2.0804
Cl 3.4780 2.6830 0.2298
C 1.7479 0.6124 0.5121
O 2.5137 0.1080 -0.3700
O 0.6502 0.2130 0.8372
O 0.2017 0.9129 -1.8732
S -0.3487 1.7904 -2.9706
C 1.0228 1.8989 -4.1563
C 2.3302 1.9009 -3.7000
C 3.3624 2.0229 -4.6125
C 3.0815 2.1249 -5.9647
C 1.7715 2.1010 -6.4159
C 0.7311 1.9831 -5.5076
C -0.1276 3.4768 -2.3464
C -0.1108 4.5559 -3.2162
C 0.0397 5.8280 -2.6910
C 0.1571 6.0136 -1.3212
C 0.1227 4.9260 -0.4632
C -0.0286 3.6493 -0.9790
H 2.5335 1.8019 -2.6435
H 4.3839 2.0595 -4.2669
H 3.8882 2.2282 -6.6716
H 1.5605 2.1817 -7.4713
H -0.2958 1.9546 -5.8453
H -0.2029 4.4131 -4.2830
H 0.0527 6.6765 -3.3567
H 0.2716 7.0115 -0.9229
H 0.1964 5.0741 0.6046
H -0.0574 2.7782 -0.3415
B -3.5071 2.9886 0.2327
C -2.8346 1.6921 -0.1476
N -2.3147 0.6699 -0.3935
H -4.6692 2.7358 0.3219
H -3.0452 3.3224 1.2854
H -3.2728 3.7955 -0.6148
```

=====

(2)
Below is C45H39CaN4O5P2 as an isolated structure in a non-equilibrium geometry, with properties calculated with wB97M-V/def2-TZVPD.

Properties
electronic energy	-3693.6198	a.u.
total charge	+1
F_max	2.5	eV/Å
HOMO-LUMO gap	7.834	eV
highest occupied orbital energy	-10.3	eV

XYZ file:
```
96
C45H39CaN4O5P2 wB97M-V/def2-TZVPD
Ca -0.2898 0.1400 0.5134
C -1.1284 -3.7000 0.3523
N 0.0306 -3.9461 -0.4908
C 0.8174 -2.8135 -0.9030
P 1.9088 -1.9925 0.4120
C 1.3964 -2.7784 1.9858
C 1.5341 -4.1427 2.2401
C 1.1002 -4.6696 3.4454
C 0.5446 -3.8472 4.4190
C 0.4278 -2.4863 4.1856
C 0.8556 -1.9563 2.9758
C 3.5065 -2.8335 0.0980
C 4.6644 -2.1896 0.5308
C 5.9090 -2.7693 0.3408
C 6.0125 -3.9951 -0.2995
C 4.8646 -4.6446 -0.7311
C 3.6178 -4.0720 -0.5337
C 0.0288 -5.1279 -1.2675
C 0.3600 -5.1422 -2.6227
C 0.3635 -6.3362 -3.3297
C 0.0179 -7.5260 -2.7092
C -0.3242 -7.5166 -1.3647
C -0.3098 -6.3330 -0.6458
P -1.9145 -2.0250 0.1121
C -3.4198 -2.2930 1.0965
C -3.2695 -2.4453 2.4764
C -4.3809 -2.6439 3.2784
C -5.6485 -2.6702 2.7132
C -5.8032 -2.4990 1.3460
C -4.6934 -2.3094 0.5353
C -2.4431 -2.0994 -1.6304
C -2.3860 -0.9127 -2.3619
C -2.7155 -0.8865 -3.7073
C -3.0996 -2.0615 -4.3367
C -3.1593 -3.2488 -3.6192
C -2.8340 -3.2722 -2.2717
H -0.8904 -3.7544 1.4189
H -1.8909 -4.4513 0.1528
H 0.1889 -2.0217 -1.3393
H 1.5081 -3.1051 -1.6879
H 1.9652 -4.7983 1.4962
H 1.1991 -5.7319 3.6300
H 0.2282 -4.2661 5.3650
H 0.0257 -1.8336 4.9501
H 0.7972 -0.8817 2.8304
H 4.5896 -1.2269 1.0237
H 6.8008 -2.2637 0.6871
H 6.9833 -4.4435 -0.4627
H 4.9376 -5.6042 -1.2264
H 2.7404 -4.6135 -0.8669
H 0.5931 -4.2226 -3.1437
H 0.6255 -6.3266 -4.3799
H 0.0164 -8.4516 -3.2688
H -0.5888 -8.4407 -0.8674
H -0.5409 -6.3356 0.4127
H -2.2799 -2.4089 2.9215
H -4.2629 -2.7733 4.3463
H -6.5172 -2.8179 3.3411
H -6.7921 -2.5141 0.9068
H -4.8202 -2.1755 -0.5309
H -2.0940 0.0007 -1.8528
H -2.6712 0.0411 -4.2634
H -3.3526 -2.0525 -5.3886
H -3.4573 -4.1644 -4.1131
H -2.8830 -4.2080 -1.7284
O -0.2413 1.2867 2.2172
C -1.2606 1.9299 1.8213
O -1.9476 1.5309 0.8393
C -1.5995 3.2118 2.5116
C -2.6450 4.0169 2.0727
C -2.9187 5.2203 2.7031
C -2.1475 5.6295 3.7792
C -1.1072 4.8192 4.2049
C -0.8247 3.6138 3.5912
N -0.2663 5.2564 5.3293
O -0.6162 6.2469 5.9372
O 0.7038 4.5748 5.6004
H -3.2504 3.6954 1.2375
H -3.7344 5.8416 2.3608
H -2.3383 6.5609 4.2926
H -0.0154 2.9949 3.9470
N -3.0404 4.0175 -1.7132
C -1.8742 4.7147 -1.7739
O -1.7904 5.8476 -2.1925
C -0.6653 3.9648 -1.2901
C 0.4208 4.6659 -0.7788
C 1.5212 3.9581 -0.3242
C 1.4877 2.5746 -0.3682
N 0.4564 1.8894 -0.8754
C -0.5790 2.5866 -1.3502
H -3.8833 4.4820 -2.0067
H -3.1175 3.1438 -1.2206
H 0.3867 5.7475 -0.7525
H 2.3852 4.4710 0.0737
H 2.3171 1.9850 0.0071
H -1.3786 2.0176 -1.8083
```

=====

(3)
Below is C45H39N11O4PPb as an isolated structure in a non-equilibrium geometry, with properties calculated with wB97M-V/def2-TZVPD.

Properties
relative energy (zero: lowest compared OMol25 entry of this formula, charge and spin)	0.7990	eV
electronic energy	-3175.5004	a.u.
total charge	+1
F_max	4.0	eV/Å
HOMO-LUMO gap	5.374	eV
highest occupied orbital energy	-8.8	eV

XYZ file:
```
101
C45H39N11O4PPb wB97M-V/def2-TZVPD
Pb 1.2740 -0.4628 -1.9087
O -0.8298 -3.5421 -4.9877
C -0.4122 -2.6889 -4.0283
O 0.7690 -2.3662 -3.8572
C -1.5773 -2.1463 -3.2623
C -2.8523 -2.6345 -3.4500
C -3.9605 -1.9451 -2.9715
C -3.6681 -0.7426 -2.2947
C -2.3406 -0.3974 -2.0141
N -1.2902 -1.1334 -2.4173
C -2.0479 0.8682 -1.2740
O -3.1928 1.4916 -0.8995
O -0.9030 1.3888 -1.1820
H 0.0145 -3.8928 -5.4204
H -2.9536 -3.4321 -4.1829
H -5.0122 -2.3082 -3.0191
H -4.4848 -0.0393 -1.9904
H -2.8775 2.3364 -0.4003
C -0.5022 0.0676 -6.6307
C 0.9288 -0.0823 -6.7384
C 1.6653 0.6747 -5.8317
C 1.0380 1.2940 -4.7129
C -0.4157 1.4573 -4.6764
C -1.1721 0.7679 -5.5947
N 1.6326 1.4498 -3.4980
C 2.8118 2.1235 -3.4752
C 3.2575 2.9816 -4.5543
C 4.5674 3.3360 -4.5677
C 5.4502 2.8855 -3.5719
C 5.0223 2.3962 -2.3554
C 3.6633 1.9927 -2.2855
N 3.1653 1.1814 -1.2643
N 3.7053 1.2872 -0.1033
C 2.8628 0.8866 0.8729
C 3.3455 0.9648 2.2332
C 2.5521 0.6706 3.2940
C 1.2200 0.2261 2.9772
C 0.8372 0.1903 1.6483
N 1.6235 0.4590 0.5636
H -1.1523 -0.3340 -7.4190
H 1.3784 -0.7804 -7.4164
H 2.7363 0.7690 -5.9827
H -0.9052 2.0470 -3.8845
H -2.2889 0.7919 -5.6828
H 2.5408 3.3651 -5.2614
H 5.0225 3.9172 -5.3840
H 6.5091 3.0534 -3.7423
H 5.7110 2.3097 -1.4784
H 4.3604 1.2574 2.2981
H 2.9931 0.6401 4.2942
H 0.6061 -0.2879 3.7508
H -0.1747 -0.0911 1.3908
N 0.2006 -3.2450 0.6547
C 1.5671 -3.1620 0.7735
N 2.1341 -3.4181 1.9561
C 3.4650 -3.3215 1.9669
N 4.0707 -3.6658 3.1243
N 4.2017 -3.1646 0.8740
C 3.5343 -2.6787 -0.1728
N 2.2130 -2.7110 -0.3066
C 4.3387 -2.0135 -1.1602
C 5.7085 -1.6775 -0.8856
C 6.4663 -1.1302 -1.8824
C 6.0111 -1.0542 -3.1845
C 4.6921 -1.4648 -3.3802
N 3.8139 -1.8255 -2.3897
H -0.3337 -3.4617 1.4741
H -0.2048 -2.8313 -0.1623
H 3.4838 -4.0962 3.8501
H 5.0484 -3.8967 3.1478
H 6.1500 -1.8745 0.1069
H 7.4850 -0.7869 -1.5868
H 6.7096 -0.7123 -4.0078
H 4.3075 -1.5085 -4.4196
C -3.5327 3.0648 5.4420
P -3.5683 1.7605 4.1402
C -5.4324 1.8361 4.0914
C -5.8879 2.5345 2.9670
C -7.1946 3.0324 2.8923
C -8.0601 2.7232 3.9397
C -7.5934 2.0625 5.0869
C -6.2897 1.5344 5.1115
C -3.1255 0.3731 5.1355
C -3.7749 -0.8937 5.0819
C -3.3647 -1.8865 5.9491
C -2.2959 -1.6740 6.8617
C -1.6653 -0.4861 6.9015
C -2.1019 0.5296 6.0649
H -3.8279 2.8062 6.4660
H -4.1901 3.8726 5.1475
H -2.5488 3.5060 5.4545
H -5.2620 2.7244 2.0822
H -7.5823 3.4868 1.9678
H -9.0463 3.1215 3.9542
H -8.2286 1.7766 5.9998
H -5.9916 0.9366 5.9134
H -4.6004 -1.0472 4.4085
H -3.8422 -2.8740 5.8948
H -1.9550 -2.4627 7.5127
H -0.7864 -0.3267 7.5308
H -1.5645 1.4486 5.9611
```

=====

(4)
Below is C45H39N5O2PReS2 as an isolated structure, with properties calculated with wB97M-V/def2-TZVPD.

Properties
multiplicity	2
relative energy (zero: lowest compared OMol25 entry of this formula, charge and spin)	0.3059	eV
electronic energy	-3377.7342	a.u.
total charge	+3
⟨S²⟩	0.76
F_max	1.0	eV/Å
HOMO-LUMO gap (spin up / spin down)	5.812 / 5.976	eV
highest occupied orbital energy (spin up / spin down)	-15.7 / -15.7	eV

XYZ file:
```
95
C45H39N5O2PReS2 wB97M-V/def2-TZVPD
Re -0.6963 -0.2019 -0.6588
O 2.6448 -2.4250 -0.7108
C 1.6774 -1.8080 -1.0234
O 0.8551 -1.2250 -0.1119
C 1.2871 -1.4861 -2.4380
C 2.0170 -1.9366 -3.5326
C 1.6599 -1.4741 -4.7746
C 0.6127 -0.5408 -4.9065
C 0.2378 0.0059 -6.1605
C -0.7612 0.9297 -6.2409
C -1.4362 1.3512 -5.0710
C -1.1103 0.8312 -3.8505
C -0.0776 -0.1219 -3.7445
N 0.2629 -0.6507 -2.5302
H 2.8438 -2.6129 -3.3697
H 2.1927 -1.8009 -5.6584
H 0.7645 -0.3198 -7.0477
H -1.0405 1.3496 -7.1966
H -2.2187 2.0936 -5.1497
H -1.6471 1.1544 -2.9619
S 0.4578 1.8754 -0.7605
C 1.0858 2.0658 0.8446
N 2.2257 2.6327 1.0732
C 2.7216 2.7486 2.4610
C 1.5617 3.0553 3.3670
N 0.5324 2.0182 3.1918
C -0.2572 1.6893 4.4068
C -0.8320 2.9511 4.9947
C -1.7528 3.6975 4.2619
C -2.2762 4.8655 4.7896
C -1.8870 5.2889 6.0561
C -0.9764 4.5454 6.7898
C -0.4443 3.3773 6.2578
C 0.3083 1.5099 2.0108
S -0.7973 0.2503 1.7416
C 3.1911 3.0643 0.0259
C 4.4344 2.2236 0.1510
C 5.6536 2.7950 0.4856
C 6.7816 1.9915 0.6024
C 6.6858 0.6236 0.3991
C 5.4627 0.0472 0.0705
C 4.3420 0.8487 -0.0554
H 3.4548 3.5531 2.4814
H 3.2288 1.8181 2.7242
H 1.1260 4.0371 3.1693
H 1.8779 3.0366 4.4086
H 0.4246 1.2034 5.1069
H -1.0295 0.9768 4.1293
H -2.0726 3.3562 3.2821
H -2.9953 5.4426 4.2247
H -2.3010 6.1971 6.4715
H -0.6809 4.8702 7.7777
H 0.2611 2.7938 6.8375
H 3.3942 4.1214 0.1975
H 2.7128 2.9524 -0.9426
H 5.7341 3.8645 0.6379
H 7.7344 2.4374 0.8516
H 7.5658 0.0029 0.4940
H 5.3838 -1.0199 -0.0883
H 3.3874 0.4018 -0.3148
N -3.0880 -2.1720 0.2301
P -1.6468 -2.5114 -0.6337
C -2.1999 -3.2462 -2.1732
C -2.5524 -2.4043 -3.2295
C -3.1110 -2.9271 -4.3839
C -3.3253 -4.2955 -4.4874
C -2.9977 -5.1379 -3.4329
C -2.4412 -4.6205 -2.2742
C -0.7223 -3.7029 0.3022
C -0.7468 -3.6438 1.6979
C 0.0496 -4.5049 2.4311
C 0.8848 -5.4049 1.7787
C 0.9272 -5.4487 0.3931
C 0.1245 -4.5993 -0.3528
C -3.6163 -0.9287 0.0216
C -4.9671 -0.6286 0.2305
C -5.4103 0.6521 0.0292
C -4.5083 1.6551 -0.3668
C -3.2029 1.3149 -0.5380
N -2.7502 0.0326 -0.3746
H -3.7520 -2.9122 0.4294
H -2.4090 -1.3346 -3.1520
H -3.3835 -2.2708 -5.1990
H -3.7585 -4.7066 -5.3888
H -3.1802 -6.2007 -3.5113
H -2.2015 -5.2858 -1.4559
H -1.3947 -2.9400 2.2060
H 0.0185 -4.4810 3.5115
H 1.5034 -6.0784 2.3561
H 1.5794 -6.1493 -0.1084
H 0.1581 -4.6426 -1.4344
H -5.6397 -1.4144 0.5445
H -6.4542 0.8907 0.1829
H -4.8277 2.6744 -0.5196
H -2.4536 2.0511 -0.8042
```